1.
{"formula": "C26H18CeClIN3O5", "method": "ωB97M-V/def2-TZVPD", "symbols": ["Ce", "C", "C", "C", "C", "C", "C", "C", "H", "H", "H", "H", "H", "H", "H", "H", "O", "C", "O", "C", "C", "C", "C", "C", "C", "C", "C", "C", "N", "H", "H", "H", "H", "H", "H", "Cl", "C", "C", "C", "I", "C", "O", "C", "N", "C", "C", "C", "C", "H", "H", "H", "H", "O", "N", "O"], "xyz": [[-1.293, -1.200, -0.145], [1.406, -3.218, -2.546], [0.394, -3.527, -1.483], [0.819, -3.926, -0.213], [-0.095, -4.332, 0.748], [-1.458, -4.348, 0.463], [-1.905, -3.950, -0.799], [-0.978, -3.538, -1.768], [1.892, -4.143, -2.860], [2.176, -2.553, -2.161], [0.939, -2.760, -3.414], [1.878, -3.950, 0.005], [0.255, -4.657, 1.716], [-2.161, -4.707, 1.204], [-2.956, -4.048, -1.064], [-1.317, -3.323, -2.779], [-2.131, 1.415, -3.326], [-2.027, 0.854, -2.248], [-1.983, -0.393, -2.031], [-1.852, 1.770, -0.998], [-1.962, 3.166, -1.153], [-1.697, 3.988, -0.092], [-1.334, 3.423, 1.150], [-1.012, 4.181, 2.295], [-0.659, 3.559, 3.461], [-0.632, 2.156, 3.548], [-0.942, 1.389, 2.458], [-1.282, 2.004, 1.232], [-1.529, 1.208, 0.154], [-2.230, 3.549, -2.125], [-1.747, 5.062, -0.196], [-1.049, 5.259, 2.231], [-0.410, 4.144, 4.333], [-0.367, 1.688, 4.485], [-0.946, 0.302, 2.525], [4.577, 2.773, 0.658], [3.358, 1.544, 0.735], [3.193, 0.836, 1.903], [2.214, -0.142, 1.975], [1.849, -1.256, 3.718], [1.386, -0.480, 0.906], [0.513, -1.420, 0.979], [1.576, 0.263, -0.313], [0.779, -0.087, -1.353], [0.940, 0.543, -2.498], [1.883, 1.564, -2.681], [2.687, 1.940, -1.639], [2.565, 1.280, -0.399], [3.828, 1.037, 2.751], [0.297, 0.256, -3.319], [1.969, 2.041, -3.643], [3.417, 2.727, -1.751], [-3.469, -1.276, 0.178], [-3.182, -1.024, 1.373], [-2.185, -1.660, 1.812]], "forces_ev_per_a": [[4.2056, -1.4026, -2.7883], [-0.0461, 0.0640, 0.1019], [-0.1077, -0.1025, -0.2056], [-0.3161, -0.2000, 0.0123], [0.0789, -0.0082, -0.1340], [-0.1128, 0.1008, -0.1239], [-0.0244, -0.3135, -0.2071], [-0.0360, -0.3641, -0.0332], [0.0068, 0.0077, -0.0502], [0.0729, 0.0485, -0.0356], [0.0182, 0.0334, -0.0863], [0.0290, 0.0845, 0.0583], [0.0177, 0.0287, 0.0838], [0.0130, 0.0975, -0.0468], [0.1565, 0.1500, 0.0839], [0.0194, 0.1337, 0.1381], [0.0442, -0.7294, 0.8128], [-0.2184, 3.5606, -0.9295], [-0.0982, -1.7116, 0.4245], [-0.1317, 0.1525, -0.5367], [0.0135, -0.1782, -0.1390], [0.0394, -0.2702, 0.0548], [0.0107, -0.5360, -0.1529], [0.0395, -0.0251, 0.1286], [-0.0738, 0.2651, -0.1305], [-0.0393, -0.2285, -0.1699], [-0.0143, -0.0532, 0.0057], [0.2102, 0.2053, 0.7354], [-0.3241, 0.0600, -0.5676], [-0.0074, -0.0224, -0.0573], [-0.0370, 0.0736, -0.0108], [0.0049, 0.0470, 0.0110], [0.0175, 0.0804, 0.0641], [0.0085, -0.0729, 0.0140], [0.1062, 0.2339, 0.1119], [-0.0465, -0.0458, 0.0057], [0.2095, 0.0050, 0.4528], [0.3102, 0.5587, -0.4601], [-1.1081, -1.1214, 0.0460], [0.2798, 0.3098, -0.0758], [2.6197, 2.3185, 0.1626], [-1.6435, -0.9031, -0.0990], [0.4300, -0.1913, 0.7206], [-0.1449, 0.0400, 0.0090], [-0.0373, -0.0934, -0.0900], [0.1538, 0.0372, 0.0745], [-0.1239, -0.0812, -0.0650], [-0.3776, -0.3458, -0.0535], [0.0282, 0.0572, 0.0675], [-0.0761, -0.0551, -0.0098], [-0.0390, 0.0452, -0.1182], [0.0482, 0.0437, -0.0283], [-0.6845, -0.1845, 0.2776], [-2.7998, 0.4392, 2.2816], [-0.5232, -0.0420, 0.4659]], "max_force_ev_per_a": 5.2, "energy_ev": -75509.214, "homo_energy_ha": -0.4025, "spin_multiplicity": 1, "charge": 1, "e_above_lowest_kcal_mol": 15.68, "gap_ha": 0.21716}


2.
{"formula": "C6H13N3O", "method": "ωB97M-V/def2-TZVPD", "symbols": ["H", "N", "C", "O", "C", "C", "N", "C", "N", "C", "C", "H", "H", "H", "H", "H", "H", "H", "H", "H", "H", "H", "H"], "xyz": [[-2.033, -1.934, 1.035], [-1.550, -2.726, 0.616], [-0.359, -2.401, 0.236], [0.297, -3.469, -0.191], [0.458, -1.220, 0.677], [0.089, 0.025, -0.136], [0.227, -0.254, -1.560], [0.905, 1.226, 0.347], [0.511, 2.429, -0.362], [-0.587, 3.188, 0.212], [0.808, 3.697, 0.275], [-0.497, -4.187, 0.101], [1.523, -1.456, 0.538], [0.272, -1.029, 1.743], [-0.974, 0.255, 0.048], [0.021, 0.587, -2.093], [1.192, -0.499, -1.777], [0.779, 1.339, 1.443], [1.975, 1.044, 0.155], [-1.300, 3.619, -0.494], [-1.026, 2.810, 1.141], [1.307, 3.664, 1.249], [1.132, 4.504, -0.384]], "forces_ev_per_a": [[-0.1108, -0.0729, 0.0248], [0.1254, 1.7584, -0.3445], [-1.4138, -1.5277, 2.4749], [-1.4411, -2.8181, 0.3602], [-0.0488, 0.6059, -0.9098], [0.0555, 0.2772, 0.1388], [0.1048, 0.0190, 0.0016], [0.0984, -0.0275, 0.2094], [0.0223, -0.0172, -0.2494], [-0.3002, -0.0002, 0.1245], [0.2115, 0.1804, 0.1355], [2.9113, 2.1575, -1.5700], [-0.2340, 0.0544, 0.0485], [0.0531, -0.2118, -0.3027], [0.1840, -0.0820, -0.0580], [0.0161, -0.0879, 0.1020], [-0.1238, 0.0009, 0.0435], [0.0234, 0.0219, -0.1514], [-0.2364, 0.0460, 0.0236], [0.2244, -0.1496, 0.2040], [0.1310, 0.1298, -0.2372], [-0.1508, 0.0088, -0.2604], [-0.1017, -0.2652, 0.1923]], "max_force_ev_per_a": 3.9, "energy_ev": -12948.813, "homo_energy_ha": -0.3490, "spin_multiplicity": 1, "charge": 0, "e_above_lowest_kcal_mol": 66.94, "smiles": "[H]/N=C(/O)C[C@H](N)CN1CC1", "gap_ha": 0.37827}